Record 1
The following is a DFT calculation (wB97M-V/def2-TZVPD) of a structure of composition C22H29BaN8O2.

The calculation puts the frontier orbital gap at 9.149 eV. The HOMO energy comes out at -11.42 eV. The calculation puts the energy above the lowest of the compared OMol25 structures with the same formula, charge and spin at 22.1 kJ/mol.

ORCA input file:
```
! wB97M-V def2-TZVPD RIJCOSX def2/J DEFGRID3
* xyz 1 1
Ba 0.464 -0.489 1.096
N 0.007 0.508 -1.595
C 0.447 1.900 -1.612
C 1.919 2.059 -1.221
N 2.327 1.508 0.077
C 3.598 0.783 0.000
C 3.554 -0.546 -0.748
N 2.952 -1.644 0.019
C 2.367 2.504 1.147
C 1.073 3.271 1.378
N -0.054 2.429 1.807
H 0.426 -0.025 -2.349
H -1.003 0.400 -1.697
H -0.197 2.465 -0.938
H 0.360 2.364 -2.602
H 2.165 3.128 -1.274
H 2.522 1.586 -1.999
H 3.951 0.604 1.020
H 4.365 1.405 -0.486
H 4.578 -0.786 -1.049
H 2.991 -0.428 -1.676
H 3.636 -2.079 0.628
H 2.599 -2.373 -0.592
H 3.142 3.262 0.942
H 2.658 1.994 2.072
H 0.790 3.783 0.459
H 1.297 4.061 2.102
H -0.930 2.897 1.606
H -0.030 2.285 2.811
O -1.935 -1.258 1.317
C -1.800 -1.951 0.273
O -0.717 -2.503 -0.045
C -2.925 -1.967 -0.731
C -3.880 -2.970 -0.768
C -4.876 -2.896 -1.727
C -4.877 -1.827 -2.609
C -3.874 -0.878 -2.494
N -2.909 -0.934 -1.578
H -3.836 -3.784 -0.058
H -5.639 -3.660 -1.783
H -5.636 -1.728 -3.372
H -3.841 -0.030 -3.168
N 3.485 2.273 12.227
C 3.047 1.964 11.211
C 2.505 1.578 9.941
C 2.939 2.215 8.781
C 2.412 1.851 7.556
C 1.466 0.838 7.488
C 1.033 0.195 8.639
C 1.546 0.569 9.867
N 0.933 0.454 6.227
C -0.389 0.201 5.941
C -0.423 -0.165 4.631
N 0.849 -0.138 4.104
C 1.633 0.247 5.084
H 3.676 3.003 8.849
H 2.722 2.365 6.656
H 0.309 -0.606 8.570
H 1.217 0.076 10.771
H -1.165 0.317 6.676
H -1.280 -0.457 4.044
H 2.704 0.347 5.038
*
```

Record 2
The following is a DFT calculation (wB97M-V/def2-TZVPD) of a structure of composition C22H29BrN4O6PdS in a non-equilibrium geometry.

The calculation puts the frontier orbital gap at 7.610 eV. The HOMO energy comes out at -7.48 eV. The calculation puts the energy above the lowest of the compared OMol25 structures with the same formula, charge and spin at 107.7 kJ/mol.

ORCA input file:
```
! wB97M-V def2-TZVPD RIJCOSX def2/J DEFGRID3
* xyz 0 1
Pd -0.106 -0.315 0.063
N 0.638 2.025 -0.524
C 0.318 3.014 0.521
C -0.750 4.012 0.099
C -2.211 3.551 0.127
C -2.599 2.474 -0.881
N -2.230 1.127 -0.429
H 1.605 1.743 -0.436
H 0.513 2.414 -1.450
H 1.216 3.584 0.782
H -0.001 2.477 1.418
H -0.512 4.374 -0.909
H -0.670 4.872 0.768
H -2.826 4.432 -0.072
H -2.467 3.192 1.130
H -2.106 2.671 -1.837
H -3.679 2.537 -1.059
H -2.493 0.465 -1.150
H -2.770 0.882 0.397
Br 4.319 -4.203 -0.863
C 5.089 -2.492 -0.609
C 6.475 -2.455 -0.720
C 7.166 -1.271 -0.534
C 6.471 -0.109 -0.237
C 5.093 -0.150 -0.141
C 4.374 -1.330 -0.326
C 2.884 -1.180 -0.172
O 2.140 -2.238 -0.358
O 2.354 -0.127 0.086
H 7.005 -3.367 -0.953
H 8.244 -1.259 -0.619
H 6.998 0.822 -0.084
H 4.524 0.740 0.089
O -1.371 -1.593 -1.717
C -2.101 -1.974 -0.807
N -1.821 -1.738 0.505
S -3.153 -1.947 1.415
O -2.892 -2.752 2.581
O -3.804 -0.681 1.660
C -4.076 -2.843 0.194
C -5.245 -3.564 0.306
C -5.752 -4.141 -0.854
C -5.098 -3.983 -2.071
C -3.910 -3.262 -2.156
C -3.401 -2.708 -1.000
H -5.740 -3.684 1.261
H -6.666 -4.720 -0.807
H -5.510 -4.443 -2.960
H -3.377 -3.144 -3.091
C -1.277 -1.105 5.541
N -0.467 -0.275 4.671
C 0.112 0.934 5.218
C -0.362 -0.546 3.359
O 0.197 0.170 2.540
H -0.671 -1.539 6.338
H -1.734 -1.903 4.959
H -2.074 -0.511 5.996
H 0.460 0.739 6.232
H -0.618 1.749 5.242
H 0.949 1.239 4.595
H -0.828 -1.501 3.076
C 0.806 -2.178 0.173
H 0.240 -2.938 -0.343
H 0.827 -2.261 1.257
*
```

Record 3
The following is a DFT calculation (wB97M-V/def2-TZVPD) of a cluster of 2 separate species, C22H29F11N2O5S3 in total in a non-equilibrium geometry.

The calculation puts the frontier orbital gap at 8.045 eV. The HOMO energy comes out at -9.07 eV. The calculation puts the energy above the lowest of the compared OMol25 structures with the same formula, charge and spin at 0.0 kJ/mol.

ORCA input file:
```
! wB97M-V def2-TZVPD RIJCOSX def2/J DEFGRID3
* xyz 0 1
C -3.353 -0.671 1.218
C -4.176 -1.862 0.603
C -3.801 -3.304 1.159
C -2.779 -3.318 2.347
N -1.376 -3.087 1.923
N -0.729 -4.292 1.493
C 0.681 -3.947 1.760
O 1.384 -4.377 2.616
C 0.964 -2.944 0.595
C 1.888 -1.833 0.473
C 2.798 -1.431 1.669
C 1.891 -0.675 2.727
C 2.102 0.883 2.777
C 1.804 1.635 1.430
C 0.264 1.980 1.211
F 0.079 1.870 -0.166
F -0.476 1.023 1.860
C 0.048 3.444 1.739
F 0.618 4.317 0.844
F 0.702 3.685 2.923
S -1.738 3.981 1.991
F -1.948 2.981 3.249
F -2.318 2.929 0.907
F -1.593 5.132 0.822
F -1.251 5.146 3.058
F -3.259 4.514 2.223
C 1.888 -1.135 -0.824
C 1.016 -1.468 -1.933
C 1.118 -0.589 -3.206
C -0.172 0.343 -3.288
F -0.636 0.399 -4.608
C 0.053 -2.592 -1.789
S -1.105 -3.053 -3.089
O -0.652 -2.606 -4.395
O -1.420 -4.459 -3.119
F -2.495 -2.242 -2.776
C 0.066 -3.298 -0.525
C -0.777 -4.497 0.035
O -1.332 -5.397 -0.492
H -3.571 0.234 0.577
H -3.695 -0.373 2.249
H -2.246 -0.804 1.194
H -5.252 -1.674 0.866
H -4.049 -1.868 -0.507
H -3.457 -3.958 0.322
H -4.752 -3.759 1.553
H -3.017 -2.589 3.165
H -2.826 -4.339 2.831
H -0.878 -2.785 2.764
H 3.136 -2.385 2.162
H 3.681 -0.833 1.334
H 2.113 -1.072 3.754
H 0.827 -0.973 2.515
H 1.588 1.370 3.651
H 3.202 1.036 2.981
H 2.219 1.111 0.531
H 2.357 2.617 1.468
H 2.584 -0.275 -0.951
H 1.299 -1.180 -4.132
H 1.989 0.111 -3.057
H -0.942 -0.117 -2.606
H 0.105 1.347 -2.872
C 3.941 4.493 -2.880
S 2.638 3.291 -2.559
O 3.131 1.963 -3.035
C 1.496 3.919 -3.803
H 4.786 4.266 -2.231
H 4.255 4.430 -3.922
H 3.572 5.495 -2.657
H 1.968 3.893 -4.786
H 1.209 4.940 -3.549
H 0.610 3.286 -3.809
*
```